Entry 1:
{"formula": "C4H50BBr2O24P", "method": "the ωB97M-V functional and the def2-TZVPD basis", "symbols": ["C", "C", "Br", "C", "Br", "B", "C", "P", "O", "O", "O", "H", "H", "H", "H", "H", "H", "H", "H", "O", "H", "H", "O", "H", "H", "O", "H", "H", "O", "H", "H", "O", "H", "H", "O", "H", "H", "O", "H", "H", "O", "H", "H", "O", "H", "H", "O", "H", "H", "O", "H", "H", "O", "H", "H", "O", "H", "H", "O", "H", "H", "O", "H", "H", "O", "H", "H", "O", "H", "H", "O", "H", "H", "O", "H", "H", "O", "H", "H", "O", "H", "H"], "positions_angstrom": [[2.1473, -1.0983, -1.6518], [1.7563, 0.4043, -1.7127], [2.6138, 1.6021, -0.3643], [0.8473, 0.9651, -2.6309], [0.4795, 2.9313, -2.5964], [0.1156, 0.0232, -3.7097], [-0.9745, -1.0475, -3.2155], [-2.3111, -0.3504, -2.1219], [-3.5111, -1.2832, -2.2552], [-1.7054, -0.3477, -0.5581], [-2.8233, 1.1675, -2.5982], [1.4052, -1.6783, -1.0307], [3.1704, -1.2155, -1.2100], [2.1820, -1.6114, -2.6454], [0.3730, 0.0554, -4.8710], [-1.4408, -1.6214, -4.0628], [-0.4351, -1.8210, -2.5915], [-1.9139, 0.5079, -0.1457], [-2.0682, 1.7774, -2.7045], [2.3217, 4.6785, 1.0735], [3.2708, 4.8069, 1.1999], [2.2643, 3.9038, 0.5017], [3.8722, 1.3629, -3.7944], [4.0565, 2.2096, -4.2140], [3.0120, 1.4883, -3.3678], [-1.5212, 5.7323, -2.4368], [-0.8224, 5.1698, -2.0870], [-2.1011, 5.8845, -1.6796], [-1.7334, -1.8831, 2.0997], [-1.9305, -1.6364, 1.1859], [-2.1921, -1.2166, 2.6275], [-5.1347, -2.1261, -5.1635], [-6.0203, -2.1850, -4.7926], [-4.5672, -2.0052, -4.3936], [-2.4560, 6.1779, -5.2445], [-2.5304, 5.8796, -4.3299], [-1.5198, 6.3698, -5.3485], [4.1463, -3.0185, -2.1258], [4.0923, -3.9810, -2.1354], [4.8222, -2.8136, -2.7882], [-2.9066, -4.6453, 2.3149], [-2.3028, -3.9265, 2.5418], [-3.7015, -4.1957, 2.0148], [1.0887, -1.4764, 2.3604], [0.1987, -1.5392, 2.7396], [1.6596, -1.3469, 3.1239], [-2.8045, 0.7167, 3.9344], [-2.1977, 1.4287, 4.1657], [-3.6014, 1.1750, 3.6393], [-4.7807, 5.4025, -1.4553], [-4.7880, 5.0728, -2.3608], [-5.0111, 6.3336, -1.5440], [2.1041, -4.3377, -0.7667], [1.5695, -4.7949, -0.1094], [2.9080, -4.0997, -0.2883], [-0.2932, -1.8163, 4.8631], [-1.1687, -1.9819, 5.2262], [-0.0656, -2.6435, 4.4204], [-3.7894, -4.5105, -1.6089], [-3.8170, -4.8376, -2.5134], [-3.9807, -3.5672, -1.6956], [5.0117, 4.8631, 2.6918], [4.6654, 4.9857, 3.5834], [5.8352, 4.3800, 2.8245], [-4.6656, 2.2931, 5.7286], [-3.9788, 1.7091, 6.0690], [-5.2264, 2.4656, 6.4919], [5.6929, -2.0278, -4.6220], [5.6979, -2.3490, -5.5291], [5.4886, -1.0882, -4.7063], [4.4012, -5.7478, 0.6631], [3.9778, -6.6098, 0.5908], [5.3048, -5.9058, 0.3706], [6.8342, 7.4684, 2.6986], [6.4122, 6.6028, 2.6271], [7.7400, 7.3141, 2.4124], [-3.2760, -2.5937, 5.5254], [-3.1079, -1.7482, 5.0883], [-4.1227, -2.4619, 5.9659], [-1.3495, -4.4290, 6.8293], [-0.7441, -3.7164, 7.0578], [-2.1467, -3.9726, 6.5265]], "homo_ev": -9.779, "spin_multiplicity": 1, "molar_mass_g_mol": 684.0, "homo_lumo_gap_ev": 8.525}

***

Entry 2:
{"formula": "C34H48LiOS5SbSi3", "method": "the ωB97M-V functional and the def2-TZVPD basis", "symbols": ["Li", "S", "C", "S", "C", "C", "S", "S", "S", "C", "O", "Si", "C", "C", "C", "Si", "C", "C", "C", "Si", "C", "C", "C", "H", "H", "H", "H", "H", "H", "H", "H", "H", "H", "H", "H", "H", "H", "H", "H", "H", "H", "H", "H", "H", "H", "H", "H", "H", "H", "H", "C", "C", "C", "C", "C", "C", "C", "Sb", "C", "C", "C", "C", "C", "C", "C", "C", "C", "C", "C", "C", "C", "C", "H", "H", "H", "H", "H", "H", "H", "H", "H", "H", "H", "H", "H", "H", "H", "H", "H", "H", "H", "H", "H"], "positions_angstrom": [[0.2289, -0.0752, 1.5744], [2.0023, 6.0115, 5.0567], [1.5886, 4.7671, 4.0341], [2.7182, 3.8492, 3.1155], [1.5958, 2.7242, 2.3485], [0.2889, 2.9076, 2.6681], [-1.0543, 1.9819, 2.1031], [-0.0294, 4.2382, 3.7766], [2.2419, 1.5013, 1.3294], [0.7973, -2.5343, -1.6036], [0.3952, -2.0176, -0.3509], [-0.0642, -3.0929, 0.8644], [1.1106, -4.5998, 0.7232], [-1.7153, -3.8540, 0.2832], [0.0109, -2.1134, 2.3971], [1.7317, -2.0586, 3.0990], [1.9355, -0.5844, 4.2909], [2.2419, -3.5877, 4.1446], [3.1003, -1.9458, 1.7744], [-1.2837, -2.5940, 3.6112], [-1.3312, -4.4679, 4.0255], [-3.0625, -2.2109, 3.0413], [-1.0826, -1.7315, 5.2916], [1.5529, -3.3191, -1.4888], [1.2295, -1.7394, -2.2045], [-0.0557, -2.9535, -2.1555], [0.8733, -5.2591, -0.1161], [1.0600, -5.1915, 1.6405], [2.1452, -4.2658, 0.6103], [-1.5942, -4.3627, -0.6768], [-2.4947, -3.0995, 0.1633], [-2.0787, -4.5913, 1.0036], [2.0732, -0.9109, 5.3259], [1.0520, 0.0579, 4.2516], [2.7891, 0.0383, 4.0173], [1.5790, -3.6949, 5.0078], [3.2697, -3.5245, 4.5127], [2.1527, -4.4980, 3.5445], [2.6732, -1.8359, 0.7748], [3.7386, -2.8344, 1.7729], [3.7287, -1.0708, 1.9451], [-1.4979, -5.0520, 3.1155], [-2.1179, -4.7288, 4.7399], [-0.3747, -4.7899, 4.4446], [-3.4134, -2.9456, 2.3121], [-3.0991, -1.2251, 2.5704], [-3.7661, -2.2105, 3.8781], [-0.1122, -1.9743, 5.7310], [-1.8607, -2.0162, 6.0045], [-1.1208, -0.6479, 5.1585], [1.1277, 4.0384, -3.7559], [0.1599, 4.4468, -2.6743], [-0.2158, 5.7892, -2.6191], [-1.1000, 6.2625, -1.6644], [-1.6276, 5.3816, -0.7358], [-1.2537, 4.0480, -0.7731], [-0.3631, 3.5540, -1.7269], [-0.1052, 1.3801, -1.4469], [-2.0184, 1.1803, -2.5033], [-2.2165, 1.8167, -3.7255], [-3.4104, 1.6919, -4.4215], [-4.4327, 0.9229, -3.8861], [-4.2573, 0.3050, -2.6574], [-3.0620, 0.4301, -1.9504], [-2.9067, -0.2291, -0.6056], [1.0617, 0.8813, -3.2511], [0.4676, 0.1812, -4.3012], [1.2123, -0.3412, -5.3495], [2.5887, -0.1880, -5.3527], [3.1986, 0.4895, -4.3085], [2.4591, 1.0203, -3.2531], [3.1954, 1.6940, -2.1314], [1.1940, 4.8119, -4.5229], [0.8291, 3.1052, -4.2271], [2.1269, 3.8850, -3.3442], [0.2029, 6.4805, -3.3440], [-1.3675, 7.3128, -1.6419], [-2.3184, 5.7273, 0.0236], [-1.6416, 3.3793, -0.0118], [-1.4187, 2.4217, -4.1413], [-3.5438, 2.1923, -5.3741], [-5.3707, 0.8127, -4.4185], [-5.0665, -0.2809, -2.2335], [-3.8036, -0.7890, -0.3373], [-2.7178, 0.5150, 0.1732], [-2.0544, -0.9108, -0.6030], [-0.6035, 0.0235, -4.2971], [0.7162, -0.8720, -6.1542], [3.1869, -0.5988, -6.1581], [4.2789, 0.5925, -4.2968], [4.1375, 2.1192, -2.4823], [3.4274, 0.9736, -1.3454], [2.6091, 2.4756, -1.6507]], "homo_ev": -1.049, "spin_multiplicity": 1, "total_charge": -2, "molar_mass_g_mol": 846.1, "homo_lumo_gap_ev": 5.108}

***

Entry 3:
{"formula": "C4H3N2O2", "method": "the ωB97M-V functional and the def2-TZVPD basis", "symbols": ["C", "C", "C", "C", "N", "N", "O", "O", "H", "H", "H"], "positions_angstrom": [[0.7179, 1.1211, -1.0676], [-0.3202, 0.1157, -0.7396], [-0.8455, 0.5951, 2.5741], [0.4700, -1.9814, -0.8304], [-0.9396, -0.4148, 0.3433], [-0.5338, 0.3289, 1.4792], [-0.3336, -2.6661, -1.2850], [-0.6336, 0.7108, 3.7115], [1.2043, 0.7604, -1.9453], [-0.2824, -0.4841, -1.6171], [1.4964, 1.9144, -0.6231]], "homo_ev": -2.721, "spin_multiplicity": 1, "total_charge": -1, "molar_mass_g_mol": 111.1, "homo_lumo_gap_ev": 6.612}

***

Entry 4:
{"formula": "C41H48BN11PS3W", "method": "the ωB97M-V functional and the def2-TZVPD basis", "symbols": ["W", "C", "C", "C", "C", "C", "N", "N", "B", "N", "N", "C", "C", "C", "C", "C", "N", "N", "C", "C", "C", "C", "C", "H", "H", "H", "H", "H", "H", "H", "H", "H", "H", "H", "H", "H", "H", "H", "H", "H", "H", "H", "H", "H", "H", "N", "N", "C", "N", "S", "H", "H", "H", "H", "H", "N", "C", "H", "S", "P", "S", "C", "C", "C", "C", "C", "C", "C", "C", "C", "C", "C", "C", "H", "H", "H", "H", "H", "H", "H", "H", "H", "H", "C", "C", "C", "C", "C", "C", "N", "C", "C", "C", "C", "C", "C", "H", "H", "H", "H", "H", "H", "H", "H", "H", "H"], "positions_angstrom": [[-0.1527, -0.1670, -0.4678], [3.5250, 0.8971, -1.1784], [2.7387, 0.0488, -2.1041], [3.2201, -0.3996, -3.3351], [2.2571, -1.2493, -3.8356], [2.2928, -1.9758, -5.1276], [1.2529, -1.3018, -2.9364], [1.5353, -0.4918, -1.8835], [0.1395, -2.3481, -2.8250], [-1.2471, -1.6853, -2.8804], [-1.6779, -0.8602, -1.8977], [-2.9866, -0.6511, -2.1029], [-3.9196, 0.1314, -1.2469], [-3.3864, -1.3385, -3.2483], [-2.2575, -1.9796, -3.7199], [-2.1464, -2.8486, -4.9169], [0.2953, -3.0064, -1.4391], [0.2751, -2.2755, -0.3015], [0.4770, -3.1140, 0.7212], [0.5425, -2.7446, 2.1582], [0.6164, -4.4111, 0.2225], [0.5099, -4.3037, -1.1518], [0.6131, -5.4078, -2.1392], [3.9406, 1.7589, -1.7002], [4.3703, 0.3123, -0.8166], [2.9511, 1.2191, -0.3132], [4.1538, -0.1406, -3.7879], [3.1300, -1.6060, -5.7127], [1.3782, -1.8173, -5.6934], [2.4296, -3.0439, -4.9696], [0.2410, -3.1515, -3.6752], [-3.4095, 0.6538, -0.4433], [-4.6596, -0.5411, -0.8120], [-4.4565, 0.8531, -1.8596], [-4.3694, -1.3589, -3.6718], [-3.0884, -2.8356, -5.4602], [-1.9185, -3.8723, -4.6260], [-1.3566, -2.5020, -5.5790], [-0.1548, -1.9487, 2.4183], [1.5474, -2.4001, 2.4061], [0.3341, -3.6223, 2.7677], [0.8179, -5.3033, 0.7791], [0.7497, -6.3449, -1.6057], [1.4662, -5.2571, -2.7969], [-0.2820, -5.4821, -2.7526], [-2.4787, -3.2292, -0.0382], [-3.4507, -2.7584, 0.8430], [-3.3013, -1.6023, 1.5106], [-4.2589, -1.2771, 2.3922], [-2.0150, -0.5336, 1.3757], [-2.9134, -3.5930, -0.8817], [-1.9087, -3.9624, 0.3915], [-4.2317, -3.3583, 1.1039], [-4.9915, -1.9151, 2.6561], [-4.1673, -0.4114, 2.8991], [1.0211, 2.7168, -1.4458], [0.3352, 1.7633, -1.0298], [1.9705, 2.5704, -1.7532], [4.6193, -0.1979, 1.7354], [2.9798, 0.4746, 2.5603], [1.1554, 0.3469, 1.5709], [3.0199, 2.2385, 3.0405], [2.4436, 3.2270, 2.2570], [2.5055, 4.5458, 2.6662], [3.1389, 4.8757, 3.8539], [3.7376, 3.8887, 4.6210], [3.6881, 2.5697, 4.2126], [2.5631, -0.4471, 4.0789], [1.3805, -0.1739, 4.7545], [1.0232, -0.9501, 5.8392], [1.8416, -1.9933, 6.2495], [3.0199, -2.2634, 5.5733], [3.3805, -1.4926, 4.4825], [1.9311, 2.9709, 1.3392], [2.0594, 5.3147, 2.0545], [3.1772, 5.9036, 4.1810], [4.2464, 4.1482, 5.5383], [4.1598, 1.7919, 4.7986], [0.7495, 0.6350, 4.4141], [0.1064, -0.7415, 6.3710], [1.5636, -2.5925, 7.1038], [3.6598, -3.0722, 5.8951], [4.2930, -1.6945, 3.9385], [-1.1221, 4.8553, 2.4562], [-1.0896, 5.2514, 1.1289], [-1.0620, 4.3129, 0.1132], [-1.0931, 2.9545, 0.4190], [-1.0943, 2.5591, 1.7484], [-1.0959, 3.5065, 2.7608], [-1.0371, 1.9673, -0.6494], [-1.8196, 2.2856, -1.8134], [-2.9879, 3.0366, -1.7114], [-3.7017, 3.3842, -2.8443], [-3.2740, 2.9901, -4.1009], [-2.1263, 2.2239, -4.2057], [-1.4062, 1.8675, -3.0799], [-1.1553, 5.5907, 3.2470], [-1.0813, 6.3019, 0.8814], [-1.0178, 4.6328, -0.9153], [-1.0822, 1.5123, 2.0115], [-1.0787, 3.1856, 3.7928], [-3.3445, 3.3532, -0.7417], [-4.5986, 3.9744, -2.7417], [-3.8255, 3.2765, -4.9839], [-1.7787, 1.9010, -5.1751], [-0.5115, 1.2683, -3.2090]], "homo_ev": [-9.835, -10.011], "spin_multiplicity": 3, "total_charge": 1, "molar_mass_g_mol": 1016.7, "homo_lumo_gap_ev": [7.600, 6.850]}